Version 1
This record from the Open Molecules 2025 dataset describes the ion C3H8N3 with charge +1. The level of theory is ωB97M-V/def2-TZVPD.

* SMILES: C[N@@H+]1CN=CN1
* charge: +1

Each line ends with the Mulliken charge.
Cartesian coordinates (Å):
N1 -0.3737 0.0905 -0.3241  0.168
N2 1.9520 -0.7104 -0.1057  -0.380
N3 0.5472 1.0744 0.2261  -0.390
C1 -1.6517 0.1754 0.4937  -0.782
C2 1.8095 0.5026 0.2021  -0.009
C3 0.5006 -1.2400 -0.3704  -0.333
H1 0.1523 -1.9075 0.3278  0.334
H2 -2.0856 -0.8142 0.2099  0.362
H3 0.4942 -1.7429 -1.3713  0.302
H4 0.5670 2.1193 0.1159  0.295
H5 -1.6174 0.2709 1.4927  0.344
H6 -0.6882 0.1807 -1.2586  0.369
H7 2.7111 1.0712 0.4916  0.406
H8 -2.3173 0.9301 -0.1297  0.313

***

Version 2
This record from the Open Molecules 2025 dataset describes the ion C3H8N3 with charge +1. The level of theory is ωB97M-V/def2-TZVPD.

* SMILES: NN1C[N+]12CC2
* charge: +1

Each line ends with the Mulliken charge.
Cartesian coordinates (Å):
N1 -0.4204 -0.7087 0.8803  -0.423
N2 -0.0372 0.4448 0.1797  0.524
N3 -0.0806 -2.1022 0.0007  -0.446
C1 -1.4165 0.1714 0.3854  -0.217
C2 0.8825 0.6913 -0.9552  -0.456
C3 0.9096 1.5105 0.3425  -0.233
H1 -2.0132 0.6872 1.0357  0.310
H2 0.5728 -2.6426 0.6626  0.301
H3 -1.9525 -0.2761 -0.4803  0.282
H4 0.7537 1.2213 -1.9487  0.254
H5 -0.9681 -2.6091 -0.1557  0.293
H6 1.7852 1.2449 1.0720  0.289
H7 1.5860 -0.0895 -1.1716  0.233
H8 0.3987 2.4568 0.1526  0.290

***

Version 3
This record from the Open Molecules 2025 dataset describes the ion C3H8N3 with charge +1. The level of theory is ωB97M-V/def2-TZVPD.

* charge: +1

Each line ends with the Mulliken charge.
Cartesian coordinates (Å):
N1 1.1790 -0.9641 1.1954  -0.365
N2 -0.2145 0.3696 -0.6048  0.391
N3 -0.7033 1.5367 -0.2981  -0.477
C1 0.7986 0.3374 0.4534  -0.451
C2 -0.8513 -0.0260 -2.2200  -0.462
C3 0.0380 1.5329 0.9873  -0.228
H1 1.5599 -0.6721 2.1449  0.375
H2 0.4873 -1.7882 1.2093  0.373
H3 0.6081 2.4538 1.3479  0.290
H4 -0.7414 -1.0977 -2.2555  0.276
H5 2.0300 -1.4003 0.7775  0.408
H6 -0.6307 1.4015 1.8633  0.291
H7 -1.8614 0.3333 -2.1036  0.291
H8 -0.2613 0.4961 -2.9104  0.287

***

Version 4
This record from the Open Molecules 2025 dataset describes the ion C3H8N3 with charge +1. The level of theory is ωB97M-V/def2-TZVPD.

* SMILES: C[N@H+]1CNC=N1
* charge: +1

Each line ends with the Mulliken charge.
Cartesian coordinates (Å):
N1 0.4419 0.7934 -1.0434  -0.623
N2 0.6814 0.2333 0.2655  0.212
N3 -0.3354 -1.2816 -1.1120  -0.202
C1 -0.2390 -0.0424 -1.7387  0.041
C2 0.0762 -1.1324 0.2911  -0.470
C3 -0.1677 1.3238 1.2527  -0.660
H1 -0.3665 0.2085 -2.7691  0.426
H2 1.6353 0.3414 0.5845  0.375
H3 0.3306 1.5622 2.2014  0.303
H4 0.8300 -1.8971 0.5101  0.321
H5 -1.0205 -1.9870 -1.3157  0.250
H6 -1.1475 0.9342 1.4078  0.322
H7 -0.0398 2.1504 0.4316  0.379
H8 -0.6788 -1.2067 1.0341  0.327

***

Computed relative energies in units of eV: version 1 0.777; version 2 3.621; version 3 3.230; version 4 0.000